Molecular formula: C7H14F3O4P
Method: DFT, ωB97M-V/def2-TZVPD

Each line ends with the natural charge from an NBO analysis.
Positions of all 29 atoms, in Å:
F1 -0.59831 0.37634 -2.61928  -0.34
C1 -0.10008 -1.02102 -2.55676  0.98
F2 1.37815 -1.09706 -2.51754  -0.34
F3 -0.53015 -1.68848 -3.84185  -0.36
C2 -0.86292 -1.84589 -1.35059  -0.16
O1 -0.56056 -1.35906 0.00765  -0.55
C3 -0.03879 -2.43663 0.87518  -0.07
C4 1.61800 -2.42211 0.67415  -0.72
P1 2.23114 -3.64792 -0.65893  0.18
H1 -0.62696 -2.98924 -1.49160  0.23
H2 -2.02844 -1.69829 -1.54680  0.24
H3 -0.44783 -3.50405 0.62402  0.18
H4 -0.31606 -2.21265 1.99074  0.22
H5 1.87113 -1.29317 0.38335  0.26
H6 2.11256 -2.67724 1.70414  0.24
H7 1.10479 -4.37259 -1.20671  0.00
H8 2.97593 -2.95728 -1.71574  0.04
C5 0.37894 1.43926 -0.25634  -0.28
O2 0.55292 2.51541 0.66335  -0.50
C6 -0.60622 3.06813 1.10163  0.98
O3 -1.73220 2.72397 0.77820  -0.64
O4 -0.29549 4.07033 1.96221  -0.50
C7 -1.42628 4.74749 2.50712  -0.26
H9 1.36971 1.07367 -0.54012  0.19
H10 -0.17063 0.61631 0.21187  0.22
H11 -0.13308 1.78331 -1.16080  0.20
H12 -2.04798 4.05684 3.08580  0.19
H13 -2.01043 5.22393 1.71317  0.19
H14 -1.06084 5.52770 3.18045  0.19

Computed properties:
E_HOMO = -8.6 eV
E_LUMO = 0.6 eV
SMILES = FC(F)(F)COCCP.COC(=O)OC
Maximum force = 0.0981 Eh/bohr
Energy = -1216.8834 Ha
HOMO-LUMO gap = 9.244 eV

=====

Molecular formula: C20H36NOOsP2
Method: DFT, ωB97M-V/def2-TZVPD

Each line ends with the natural charge from an NBO analysis.
Positions of all 61 atoms, in Å:
P1 0.17799 -3.37961 -3.17486  1.09
P2 0.39463 -0.51499 -2.59237  1.04
C1 -0.30580 -2.29511 -4.59082  -0.67
C2 0.63340 -1.11396 -4.35447  -0.67
H1 -1.37215 -2.00775 -4.48749  0.28
H2 -0.13366 -2.75430 -5.57955  0.29
H3 1.68458 -1.44134 -4.34232  0.23
H4 0.42840 -0.26260 -4.98648  0.28
C3 -1.19609 0.39193 -2.94044  -0.92
H5 -1.20565 1.34622 -2.39286  0.30
H6 -2.10464 -0.15248 -2.65749  0.26
H7 -1.28335 0.57472 -4.02892  0.26
C4 1.60803 0.83339 -2.94954  -0.91
H8 1.70995 0.94839 -4.03638  0.25
H9 2.59642 0.52736 -2.58687  0.25
H10 1.27324 1.76096 -2.49071  0.28
C5 -0.33996 -4.77026 -2.20677  -0.93
H11 0.03150 -4.54798 -1.18385  0.28
H12 0.15861 -5.64971 -2.62439  0.28
H13 -1.44201 -4.84979 -2.17208  0.30
C6 1.98452 -3.70917 -3.28844  -0.92
H14 2.45323 -3.28998 -4.17391  0.29
H15 2.00148 -4.80760 -3.31126  0.30
H16 2.49521 -3.38373 -2.37697  0.23
Os1 0.94717 -2.23783 -1.54053  0.58
C7 0.80846 2.74409 2.48856  -0.20
C8 -0.27319 3.47251 2.79864  -0.17
C9 -1.38432 3.87539 1.90190  -0.47
C10 -2.03112 2.68520 1.13867  -0.43
C11 -1.71540 2.68462 -0.35530  -0.29
C12 -0.48557 2.70186 -0.82445  0.09
C13 0.73538 3.04682 -0.07795  -0.54
C14 1.15200 2.17608 1.13989  -0.45
C15 1.20012 -2.71570 0.46629  -0.90
H17 1.54303 2.45923 3.25765  0.21
H18 -0.39699 3.82943 3.81039  0.22
H19 -1.10589 4.63879 1.18587  0.22
H20 -2.18230 4.33493 2.49970  0.23
H21 -1.69752 1.72144 1.57235  0.24
H22 -3.11986 2.72331 1.28413  0.23
H23 -2.62032 2.50981 -0.97305  0.22
H24 1.98447 -0.98761 -1.23290  -0.03
H25 0.57120 4.05645 0.31202  0.25
H26 1.57823 3.07136 -0.77645  0.22
H27 0.71665 1.17448 1.03330  0.22
H28 2.24518 2.01108 1.13949  0.22
H29 0.55966 -1.94929 0.94435  0.30
H30 2.26506 -2.55437 0.73080  0.26
H31 0.87195 -3.72642 0.77168  0.24
O1 -0.90274 -0.52147 2.17443  -0.61
N1 -0.89962 -0.36842 3.47017  0.08
C16 -2.07673 -0.12057 4.14217  0.00
C17 -2.04613 0.37954 5.42474  -0.22
C18 -0.82990 0.57749 6.07216  -0.17
C19 0.34861 0.17948 5.42848  -0.21
C20 0.29254 -0.33190 4.14728  -0.01
H32 -2.98297 -0.28309 3.55194  0.24
H33 -3.00954 0.61318 5.88145  0.25
H34 -0.80180 1.04444 7.05113  0.25
H35 1.31889 0.28335 5.90478  0.25
H36 1.17540 -0.65029 3.58542  0.22

Computed properties:
<S²> = 8.771
E_HOMO (alpha / beta) = -13.0 / -12.9 eV
E_LUMO (alpha / beta) = -6.7 / -10.1 eV
Charge = +2
Maximum force = 0.1805 Eh/bohr
Energy = -1685.9873 Ha
Spin multiplicity = 6
HOMO-LUMO gap (alpha / beta) = 6.294 / 2.759 eV

=====

Molecular formula: C6H10BrN4O7P2
Method: DFT, ωB97M-V/def2-TZVPD

Each line ends with the natural charge from an NBO analysis.
Positions of all 30 atoms, in Å:
O1 -3.13675 -0.05561 0.56369  -0.47
C1 -3.17788 1.01138 0.06268  0.42
C2 -1.90488 1.68620 -0.58607  -0.36
N1 -0.96763 0.61967 -0.95169  -0.70
C3 -0.07119 0.01007 -0.18796  0.63
N2 0.83057 -0.94668 -0.53033  -0.48
C4 1.61154 -1.30184 0.51191  0.47
C5 2.74050 -2.32091 0.49976  -0.56
C6 3.69414 -1.98220 -0.70734  0.53
O2 3.60643 -2.57639 -1.69397  -0.43
Br1 5.00865 -0.52118 -0.53632  -0.01
N3 1.14110 -0.56277 1.54326  -0.34
N4 0.13399 0.24575 1.17274  -0.48
P1 -0.60324 1.27513 2.42186  1.46
O3 0.53570 1.42703 3.63554  -0.94
O4 -1.87269 0.49318 3.13618  -0.96
P2 -1.03247 0.05956 -2.64014  2.42
O5 -1.20510 -1.38687 -2.57458  -1.05
O6 -2.32499 0.67244 -3.41231  -0.93
O7 0.39256 0.43192 -3.33800  -0.94
H1 -4.15313 1.56910 -0.01166  0.14
H2 -2.30109 2.23829 -1.47069  0.26
H3 -1.47585 2.47451 0.07445  0.26
H4 2.37507 -3.36743 0.41526  0.30
H5 3.34174 -2.16905 1.42206  0.26
H6 1.56554 -0.68189 2.45714  0.44
H7 0.68455 0.57014 4.08463  0.49
H8 -2.44596 1.19216 3.49927  0.52
H9 -1.99669 1.14154 -4.20773  0.53
H10 1.00746 0.75474 -2.65162  0.52

Computed properties:
E_HOMO = -13.2 eV
E_LUMO = -3.8 eV
Charge = +1
SMILES = O=CCN(c1nc(CC(=O)Br)[nH][n+]1P(O)O)P(=O)(O)O
Maximum force = 0.0770 Eh/bohr
Energy = -4236.9042 Ha
HOMO-LUMO gap = 9.382 eV